Record 1
One molecule with the formula C3H4N2S, computed with ωB97M-V/def2-TZVPD.

```
10
Properties=species:S:1:pos:R:3:lowdin_charge:R:1
C -0.2250 -2.3731 -0.4351 -0.29
C -0.0674 -0.9591 -0.4216 -0.70
C -0.0995 1.5336 0.8650 -0.37
N -0.2715 -3.5151 -0.4726 0.18
N 0.5840 -0.5432 -1.5628 0.11
S -0.6274 -0.1965 1.0293 0.93
H -0.6427 2.0138 0.0555 0.04
H 0.9762 1.5777 0.7115 0.04
H -0.3648 1.9981 1.8140 0.04
H 0.7382 0.4639 -1.5832 0.02
```

* energy above the lowest of the compared OMol25 structures with the same formula, charge and spin: 1.689 eV
* maximum force: 5.8 eV/Å
* 2S+1: 1
* LUMO: -0.3 eV
* SMILES string: [H]/N=C(/C#N)SC

---

Record 2
A 2-piece molecular cluster, C5H8O overall, computed with ωB97M-V/def2-TZVPD.

```
14
Properties=species:S:1:pos:R:3:lowdin_charge:R:1
C -0.8678 0.8694 1.3545 -0.07
C -1.0368 -0.3192 0.4492 -0.33
C 1.4007 0.5236 -1.2204 -0.09
C 1.2487 -0.7796 -1.4184 -0.12
C -0.3160 -1.6195 0.5899 0.02
O -1.4636 -1.5649 1.1574 0.02
H -1.8262 1.0335 1.8568 0.08
H -0.0915 0.7182 2.1097 0.08
H -0.6326 1.7810 0.7930 0.08
H -1.6259 -0.1414 -0.4500 0.13
H 1.1022 1.2543 -1.9658 0.05
H 1.8574 0.9062 -0.3085 0.06
H 0.6997 -1.1778 -2.2701 0.06
H 1.5676 -1.5107 -0.6861 0.02
```

* energy above the lowest of the compared OMol25 structures with the same formula, charge and spin: 4.767 eV
* maximum force: 0.8 eV/Å
* 2S+1: 1
* LUMO: 0.6 eV

---

Record 3
C5H7NO2S as an isolated structure, computed with ωB97M-V/def2-TZVPD.

```
16
Properties=species:S:1:pos:R:3:lowdin_charge:R:1
C 1.2684 1.7122 -1.3953 -0.06
C 0.7989 0.9339 -2.3643 -0.14
C 0.5141 1.4679 -0.0993 -0.46
C -1.1193 -1.9573 2.1999 -0.05
C -0.3728 -2.1626 1.1090 -0.11
N -0.2599 0.4516 0.0117 -0.09
O 0.9102 2.3298 0.8586 0.09
O -1.6147 -0.2849 -1.8685 -0.47
S -0.2370 -0.3290 -1.4744 0.87
H 1.8780 2.5793 -1.5291 0.10
H 0.9698 0.8164 -3.4087 0.08
H -0.9172 -1.1021 2.8550 0.06
H -1.8429 -2.6660 2.3573 0.01
H 0.2839 2.6005 1.5493 0.13
H -0.5607 -2.9851 0.4217 0.06
H 0.3010 -1.4046 0.7771 -0.02
```

* energy above the lowest of the compared OMol25 structures with the same formula, charge and spin: 3.256 eV
* maximum force: 3.0 eV/Å
* 2S+1: 1
* LUMO: -0.1 eV

---

Record 4
One molecule with the formula C5H11NO, computed with ωB97M-V/def2-TZVPD.

```
18
Properties=species:S:1:pos:R:3:lowdin_charge:R:1
C -1.6213 -0.2253 -1.1382 -0.18
C -1.5037 -0.4649 0.3787 -0.15
N -0.0498 -0.4589 0.5887 -0.16
C 0.4077 0.2549 1.7585 -0.10
C 0.4616 0.0800 -0.6633 -0.46
O -0.3313 -0.5763 -1.6294 -0.07
C 1.9613 -0.0079 -0.8311 -0.02
H -2.4296 -0.7894 -1.5992 0.12
H -1.7737 0.8301 -1.3917 0.12
H 0.1987 1.1588 -0.7344 0.15
H -1.9290 -1.4371 0.6491 0.11
H -2.0144 0.3085 0.9697 0.12
H -0.1253 -0.1002 2.6446 0.09
H 1.4753 0.0630 1.9142 0.08
H 0.2589 1.3492 1.6774 0.09
H 2.2373 0.1982 -1.8681 0.08
H 2.3750 -0.9666 -0.5117 0.09
H 2.4026 0.7839 -0.2137 0.08
```

* energy above the lowest of the compared OMol25 structures with the same formula, charge and spin: 1.532 eV
* maximum force: 0.4 eV/Å
* 2S+1: 1
* LUMO: 1.2 eV
* SMILES string: C[C@H]1OCCN1C

---

Record 5
A 2-piece molecular cluster, C5H14NO2 overall, computed with ωB97M-V/def2-TZVPD.

```
22
Properties=species:S:1:pos:R:3:lowdin_charge:R:1
O -2.0732 -1.2143 -0.2551 -0.04
C -1.4161 -0.7936 0.9169 -0.21
C -0.6695 0.5348 0.7187 -0.21
N 0.1424 0.2989 -0.5458 0.10
C 1.5937 0.1893 -0.1923 -0.10
C 1.7362 0.7566 1.2025 -0.12
C 0.3273 0.7165 1.8635 -0.11
H -2.9042 -0.7170 -0.3422 0.12
H -2.0476 -0.7873 1.8079 0.14
H -0.6511 -1.5585 1.1061 0.14
H -1.3511 1.3632 0.5865 0.16
H -0.2113 -0.5376 -1.0229 0.13
H -0.0378 1.0423 -1.2215 0.18
H 2.1896 0.7427 -0.9152 0.13
H 1.9494 -0.8253 -0.3565 0.14
H 1.9503 1.8228 1.1135 0.12
H 2.4805 0.2518 1.7992 0.12
H 0.1858 -0.0519 2.6179 0.12
H 0.2359 1.6758 2.3643 0.12
H 0.1788 -1.3610 -4.0643 0.05
H -1.2462 -0.6686 -3.7518 0.05
O -0.3617 -0.8796 -3.4293 -0.05
```

* energy above the lowest of the compared OMol25 structures with the same formula, charge and spin: 0.926 eV
* maximum force: 1.4 eV/Å
* net charge: +1
* 2S+1: 1
* LUMO: -3.0 eV

---

Record 6
An isolated ion of composition C4H11N2 and charge +1, computed with ωB97M-V/def2-TZVPD.

```
17
Properties=species:S:1:pos:R:3:lowdin_charge:R:1
C 0.7384 -1.6182 -0.6801 -0.24
C -0.6946 -0.9366 -0.6761 -0.20
C -0.7806 0.1458 0.3132 -0.10
C -0.9785 1.3964 -0.1420 -0.04
N -0.1600 2.4742 0.5951 0.19
N 1.1882 -1.7663 0.6796 0.00
H 1.3195 -0.8506 -1.2438 0.12
H 0.7177 -2.4573 -1.3667 0.12
H -1.5046 -1.6782 -0.6016 0.12
H -0.9727 -0.5819 -1.6911 0.12
H -0.7402 -0.1765 1.3497 0.13
H -1.6445 1.7792 -0.9057 0.13
H 0.7732 2.5231 0.1858 0.17
H -0.6176 3.3847 0.6622 0.17
H 0.0799 2.1080 1.5232 0.16
H 1.8828 -1.0802 0.9199 0.07
H 1.3937 -2.6655 1.0784 0.08
```

* energy above the lowest of the compared OMol25 structures with the same formula, charge and spin: 3.184 eV
* maximum force: 3.2 eV/Å
* net charge: +1
* 2S+1: 1
* LUMO: -4.0 eV
* SMILES string: NCC/C=C/[NH3+]

---

Record 7
C7H10 as an isolated structure, computed with ωB97M-V/def2-TZVPD.

```
17
Properties=species:S:1:pos:R:3:lowdin_charge:R:1
C 0.1145 -1.5705 0.3269 -0.08
C 1.0018 -0.7669 -0.6607 -0.14
C 0.0731 -0.0581 -1.3703 -0.05
C -0.2671 0.9716 -0.3159 -0.20
C 1.0832 1.6044 0.0403 -0.11
C 1.4371 0.1914 0.4617 -0.23
C -0.0208 -0.1187 0.9141 -0.15
H -0.7633 -2.0823 -0.0737 0.09
H 0.6471 -2.2127 1.0403 0.10
H -3.0837 -0.8535 -0.8727 0.04
H -2.9487 -0.4330 -0.2745 0.04
H -0.7032 -0.5582 -1.9466 0.09
H -1.1788 1.5664 -0.4154 0.12
H 1.6423 2.0673 -0.7801 0.11
H 1.0158 2.2828 0.8958 0.11
H 2.2934 -0.0915 1.0782 0.14
H -0.3426 0.0615 1.9525 0.13
```

* energy above the lowest of the compared OMol25 structures with the same formula, charge and spin: 6.409 eV
* maximum force: 0.4 eV/Å
* 2S+1: 1
* LUMO (spin up / spin down): 0.3 / 0.3 eV

---

Record 8
A 14-piece molecular cluster, C63H154N14O7 overall, computed with ωB97M-V/def2-TZVPD.

```
238
Properties=species:S:1:pos:R:3:lowdin_charge:R:1
C 9.0921 -7.6388 -7.0037 -0.09
C 7.5903 -7.9549 -7.0621 -0.22
N 7.1320 -8.4834 -5.7490 -0.16
C 7.1804 -7.4212 -4.7379 -0.26
C 7.0464 -8.0065 -3.3446 -0.09
C 5.7465 -8.8967 -5.9014 -0.27
C 5.5659 -10.2431 -6.6268 -0.07
H 9.2525 -6.6969 -6.4756 0.04
H 9.5578 -7.5647 -7.9861 0.07
H 9.6111 -8.4021 -6.4245 0.08
H 6.9493 -7.1244 -7.3768 0.11
H 7.4903 -8.7916 -7.7517 0.10
H 8.1317 -6.8852 -4.7172 0.11
H 6.4745 -6.5995 -4.9202 0.09
H 7.2244 -7.2921 -2.5358 0.06
H 6.1230 -8.5460 -3.1256 0.06
H 7.8242 -8.7510 -3.1380 0.08
H 5.0975 -8.1409 -6.3755 0.09
H 5.2882 -9.0315 -4.9176 0.10
H 5.9154 -10.2069 -7.6528 0.03
H 4.4958 -10.4647 -6.6162 0.07
H 6.0698 -11.0075 -6.0358 0.08
C 7.3285 -3.9990 -9.6278 -0.07
C 8.2951 -2.9206 -9.1651 -0.26
N 9.6772 -3.3607 -8.9745 -0.19
C 10.4044 -3.7282 -10.1993 -0.25
C 10.1961 -2.7545 -11.3310 -0.10
C 9.7919 -4.3791 -7.9567 -0.29
C 11.1977 -4.6270 -7.4355 -0.09
H 7.0860 -4.7843 -8.9155 0.06
H 7.6640 -4.4158 -10.5818 0.08
H 6.3953 -3.4916 -9.9023 0.05
H 8.2867 -2.0773 -9.8556 0.10
H 8.0188 -2.4618 -8.2138 0.09
H 11.4596 -3.7734 -9.9362 0.11
H 10.0550 -4.7370 -10.4776 0.12
H 9.2053 -2.7211 -11.7848 0.07
H 10.4923 -1.7591 -10.9882 0.08
H 10.8425 -2.9543 -12.1908 0.07
H 9.3837 -5.3489 -8.2877 0.09
H 9.1984 -4.0966 -7.0801 0.12
H 11.8218 -5.0403 -8.2346 0.06
H 11.2252 -5.3570 -6.6279 0.06
H 11.7010 -3.7161 -7.1059 0.08
C 4.6055 -4.7319 -6.8252 -0.06
C 3.1584 -4.3856 -6.4651 -0.23
N 2.1774 -5.0769 -7.2801 -0.18
C 0.8259 -4.7799 -6.8400 -0.25
C 0.3981 -3.3287 -6.9848 -0.07
C 2.3537 -6.5442 -7.4393 -0.22
C 2.3891 -7.3208 -6.1218 -0.06
H 4.8530 -5.7530 -6.5173 0.05
H 5.2794 -4.1169 -6.2341 0.05
H 4.7192 -4.6665 -7.9067 0.06
H 2.9994 -4.3943 -5.3770 0.10
H 3.0662 -3.3231 -6.7133 0.08
H 0.0995 -5.3882 -7.3861 0.08
H 0.6968 -5.0435 -5.7766 0.09
H 0.3998 -3.0182 -8.0319 0.07
H -0.6200 -3.1801 -6.6147 0.06
H 1.0273 -2.6127 -6.4571 0.05
H 3.2992 -6.6447 -7.9760 0.09
H 1.5616 -6.8280 -8.1311 0.09
H 2.5639 -8.3742 -6.3465 0.07
H 1.4338 -7.2107 -5.6028 0.05
H 3.1619 -6.9381 -5.4559 0.07
C -4.4769 -8.5589 -5.4361 -0.08
C -4.4321 -7.8672 -6.7861 -0.25
N -3.0917 -7.5929 -7.2716 -0.22
C -3.0572 -7.0082 -8.6118 -0.23
C -1.6657 -6.9458 -9.2122 -0.07
C -2.1821 -6.9664 -6.3243 -0.24
C -2.6647 -5.6020 -5.7960 -0.04
H -5.5099 -8.6567 -5.1089 0.08
H -3.9555 -7.9647 -4.6812 0.04
H -3.9446 -9.5124 -5.4544 0.08
H -5.0201 -8.4422 -7.5043 0.11
H -4.9690 -6.9091 -6.6807 0.11
H -3.5875 -6.0446 -8.6126 0.11
H -3.6969 -7.6440 -9.2292 0.11
H -1.1542 -5.9988 -9.0515 0.05
H -1.7152 -7.2059 -10.2691 0.08
H -1.0152 -7.7150 -8.7829 0.06
H -1.8948 -7.5990 -5.4847 0.09
H -1.2325 -6.7889 -6.8381 0.08
H -2.8894 -4.9168 -6.6149 0.06
H -3.5494 -5.7176 -5.1678 0.07
H -1.8880 -5.1469 -5.1781 0.05
C -2.6561 0.8935 -10.2779 -0.09
C -1.4212 0.2539 -10.9184 -0.22
N -1.5495 -1.2120 -11.0457 -0.16
C -1.6442 -1.7720 -9.6869 -0.23
C -1.8875 -3.2800 -9.7700 -0.09
C -0.3602 -1.7209 -11.7239 -0.26
C -0.1439 -1.1473 -13.1285 -0.09
H -3.5959 0.4315 -10.5802 0.09
H -2.6687 1.9455 -10.5711 0.09
H -2.6504 0.8976 -9.1851 -0.02
H -1.2846 0.7227 -11.8905 0.10
H -0.5194 0.4697 -10.3264 0.12
H -0.6922 -1.5468 -9.1809 0.11
H -2.4301 -1.2977 -9.1042 0.06
H -1.8625 -3.7040 -8.7596 0.04
H -2.9155 -3.4189 -10.1156 0.09
H -1.2383 -3.9070 -10.3739 0.07
H -0.5019 -2.7871 -11.9225 0.10
H 0.5303 -1.6774 -11.0807 0.11
H -1.0565 -1.0652 -13.7160 0.08
H 0.5193 -1.8250 -13.6698 0.07
H 0.3637 -0.1820 -13.0878 0.07
C -1.1778 -10.9142 -0.9911 -0.08
C -2.2976 -9.9773 -1.4608 -0.26
N -1.8656 -8.5837 -1.5551 -0.18
C -1.1170 -8.4136 -2.7869 -0.26
C -0.3879 -7.0658 -2.8595 -0.08
C -3.0047 -7.6750 -1.4899 -0.26
C -3.5986 -7.5828 -0.1021 -0.09
H -1.0631 -10.7571 0.0847 0.07
H -0.2482 -10.6725 -1.5000 0.06
H -1.4513 -11.9683 -1.0370 0.07
H -2.7559 -10.3071 -2.4062 0.11
H -3.0660 -10.1067 -0.6987 0.10
H -0.2742 -9.1087 -2.8301 0.10
H -1.7125 -8.6143 -3.6894 0.09
H -1.0688 -6.2902 -3.2273 0.04
H -0.0238 -6.6433 -1.9216 0.09
H 0.4882 -7.1008 -3.5091 0.06
H -3.8140 -7.9810 -2.1811 0.11
H -2.6807 -6.7071 -1.8736 0.10
H -4.4582 -6.9102 -0.0576 0.07
H -2.8382 -7.2460 0.6040 0.08
H -4.0070 -8.5250 0.2634 0.06
C 7.4691 -1.3657 -5.0742 -0.06
C 6.6078 -0.2165 -5.6409 -0.22
N 5.3358 -0.6273 -6.2423 -0.19
C 5.5468 -1.4098 -7.4443 -0.26
C 5.9273 -0.5325 -8.6433 -0.06
C 4.4901 -1.3516 -5.2907 -0.24
C 4.2043 -0.6613 -3.9710 -0.06
H 7.7359 -2.1614 -5.7662 0.06
H 7.0098 -1.6962 -4.1416 0.06
H 8.4250 -0.9520 -4.7323 0.08
H 6.5280 0.4608 -4.7882 0.11
H 7.1476 0.3778 -6.3804 0.11
H 6.1846 -2.2936 -7.3483 0.09
H 4.5897 -1.8444 -7.7573 0.09
H 5.1928 0.2684 -8.7381 0.07
H 6.9086 -0.0678 -8.5326 0.07
H 5.9229 -1.1165 -9.5636 0.06
H 4.9366 -2.3330 -5.0735 0.10
H 3.5328 -1.5651 -5.7726 0.09
H 3.5709 -1.3419 -3.4043 0.05
H 3.7266 0.3149 -4.0777 0.06
H 5.0585 -0.4274 -3.3288 0.07
C 1.8506 -0.1040 -7.6467 0.01
C 2.1276 1.3370 -7.2461 -0.54
O 1.2519 2.1847 -7.3924 0.01
N 3.3049 1.5430 -6.6283 0.02
C 3.8295 2.8814 -6.4523 -0.07
H 1.5220 -0.7052 -6.7946 0.06
H 2.7401 -0.6441 -7.9858 0.05
H 1.1163 -0.1546 -8.4460 0.06
H 3.9605 0.7640 -6.5253 0.08
H 3.0304 3.5636 -6.1651 0.08
H 4.2379 3.2840 -7.3838 0.08
H 4.6074 2.8969 -5.6920 0.08
C 5.2856 -10.6357 -10.2600 -0.01
C 4.2125 -9.6097 -9.9315 -0.55
O 4.5394 -8.5013 -9.5165 0.02
N 2.9400 -9.9799 -10.1081 0.03
C 1.8108 -9.1158 -9.8339 -0.06
H 6.2596 -10.1543 -10.2779 0.08
H 5.1068 -11.0127 -11.2705 0.08
H 5.3289 -11.4605 -9.5507 0.08
H 2.6679 -10.9107 -10.3731 0.14
H 0.9231 -9.4068 -10.3902 0.09
H 2.1322 -8.1031 -10.0800 0.06
H 1.5030 -9.0608 -8.7849 0.06
C -0.2871 -3.2191 -3.8279 0.00
C 0.4503 -1.9198 -3.5116 -0.54
O 1.3203 -1.8681 -2.6476 0.01
N 0.0118 -0.8698 -4.2165 0.03
C 0.4297 0.5104 -4.0507 -0.04
H -1.1368 -3.0502 -4.4859 0.06
H -0.5678 -3.7431 -2.9178 0.08
H 0.4484 -3.8474 -4.3402 0.05
H -0.7534 -1.0214 -4.8667 0.07
H -0.0763 0.9428 -3.1854 0.09
H 0.1506 1.0897 -4.9289 0.07
H 1.5071 0.5892 -3.9346 0.07
C -3.1938 -10.9377 -8.7610 0.00
C -1.8565 -11.0749 -8.0408 -0.56
O -1.2717 -12.1520 -8.0868 0.02
N -1.4083 -10.0020 -7.3698 0.03
C -0.1163 -9.9964 -6.7114 -0.07
H -3.2504 -10.0711 -9.4182 0.07
H -4.0004 -11.0003 -8.0278 0.08
H -3.3184 -11.8338 -9.3659 0.08
H -1.9038 -9.1050 -7.4879 0.08
H 0.2968 -8.9912 -6.8285 0.05
H 0.5877 -10.7118 -7.1298 0.08
H -0.1789 -10.1909 -5.6381 0.08
C 3.6103 -4.3843 -2.6246 0.02
C 5.1254 -4.3329 -2.7153 -0.53
O 5.6893 -4.5800 -3.7789 0.01
N 5.7874 -3.8598 -1.6434 0.01
C 7.2343 -3.9263 -1.4944 -0.06
H 3.1630 -5.0117 -3.3864 0.06
H 3.2893 -3.3522 -2.7753 0.06
H 3.3523 -4.7126 -1.6168 0.09
H 5.2364 -3.6484 -0.8283 0.13
H 7.6974 -3.7214 -2.4563 0.08
H 7.4772 -4.9673 -1.2543 0.08
H 7.5670 -3.2938 -0.6794 0.08
C 3.8355 -2.4431 -11.7579 0.01
C 3.2119 -2.8755 -10.4413 -0.53
O 2.6381 -2.0703 -9.7223 0.00
N 3.2422 -4.1894 -10.1172 0.04
C 3.7747 -5.2647 -10.9215 -0.07
H 4.9183 -2.3450 -11.6423 0.07
H 3.4345 -1.4872 -12.0786 0.08
H 3.7074 -3.1842 -12.5468 0.07
H 2.7588 -4.4453 -9.2609 0.10
H 4.8414 -5.4041 -10.7382 0.08
H 3.5476 -5.2177 -11.9885 0.08
H 3.2631 -6.1919 -10.6525 0.06
C -3.7930 -2.0806 -7.5014 0.01
C -2.8998 -0.9594 -7.0018 -0.51
O -2.1913 -1.1408 -6.0160 0.02
N -2.9696 0.2010 -7.6655 -0.03
C -2.1539 1.3593 -7.3802 -0.04
H -4.4026 -2.4111 -6.6607 0.10
H -3.2429 -2.8914 -7.9687 0.03
H -4.5364 -1.6805 -8.1985 0.09
H -3.6666 0.2799 -8.3838 0.11
H -2.7543 2.2336 -7.1236 0.10
H -1.5789 1.6273 -8.2699 0.08
H -1.4238 1.1987 -6.5955 0.08
```

* energy above the lowest of the compared OMol25 structures with the same formula, charge and spin: 0.000 eV
* maximum force: 2.9 eV/Å
* 2S+1: 1
* LUMO: 0.5 eV